This record from the Open Molecules 2025 dataset describes C6H6O in the gas phase. The level of theory is wB97M-V/def2-TZVPD.

Output
HOMO-LUMO gap = 9.76 eV
ΔE to the lowest compared entry with this formula, charge and spin = 5.824 eV
HOMO = -10.3 eV

Bonds (Å) are listed after each position.
Geometry (Å):
1 O -1.062 1.284 0.516  C2 1.400, H8 0.971
2 C -0.047 0.955 -0.392  O1 1.400, C3 1.546, C7 1.545, H9 1.092
3 C 1.020 0.032 0.241  C2 1.546, C4 1.467, H10 1.095, H11 1.095
4 C 0.461 -1.064 1.041  C3 1.467, C5 1.206
5 C 0.021 -1.929 1.756  C4 1.206, H12 1.069
6 C -0.972 -0.803 -1.822  C7 1.299
7 C -0.619 0.443 -1.733  C2 1.545, C6 1.299, H13 1.093
8 H -1.463 0.453 0.818  O1 0.971
9 H 0.450 1.896 -0.638  C2 1.092
10 H 1.631 0.654 0.904  C3 1.095
11 H 1.675 -0.371 -0.538  C3 1.095
12 H -0.336 -2.709 2.394  C5 1.069
13 H -0.758 1.158 -2.548  C7 1.093